Molecular formula: C8H9NOS2
Method: DFT, the ωB97M-V functional and the def2-TZVPD basis

Last columns: bonded neighbours and bond lengths (Å).
Positions of all 21 atoms, in Å:
1 S 3.08732 1.35678 -1.19809  C9 1.585
2 S 3.47400 -0.29265 1.49162  C6 1.898, C9 1.810
3 O 0.33109 -2.22773 -0.30099  C8 1.205
4 N -0.71578 2.42121 0.21426  C10 1.358, H18 1.014, H21 0.975
5 C -0.08673 -0.00396 0.36881  C8 1.501, C10 1.569, H15 1.068, H19 1.036
6 C 3.07375 -1.28222 -0.07717  S2 1.898, C9 1.411, H14 1.097, H16 1.136
7 C -1.90176 -1.43613 -0.51971  C8 1.465, C11 1.328, H20 1.036
8 C -0.48299 -1.35013 -0.16372  O3 1.205, C5 1.501, C7 1.465
9 C 3.32039 0.09347 -0.26995  S1 1.585, S2 1.810, C6 1.411
10 C -1.15009 1.13483 0.18136  N4 1.358, C5 1.569, C12 1.365
11 C -2.75653 -0.42128 -0.46185  C7 1.328, C12 1.408, H17 1.129
12 C -2.48066 0.86188 0.04707  C10 1.365, C11 1.408, H13 1.062
13 H -3.11331 1.69916 0.20961  C12 1.062
14 H 3.71611 -2.17161 -0.04897  C6 1.097
15 H 0.82410 0.34065 -0.06899  C5 1.068
16 H 1.98642 -1.61184 -0.10166  C6 1.136
17 H -3.86264 -0.64048 -0.51380  C11 1.129
18 H -1.39043 3.16831 0.33468  N4 1.014
19 H 0.03911 0.12974 1.38828  C5 1.036
20 H -2.14034 -2.42885 -0.69715  C7 1.036
21 H 0.22900 2.66087 0.18636  N4 0.975

Calculated values
- charge = 0
- highest occupied orbital energy (eV) = -7.893
- E_LUMO (eV) = -0.4737

Atomic partial charges in e from the natural (NBO) method, atoms 1 to 2: S 0.086; S 0.090